Entry 1:
Entry from OMol25: a structure of composition C15H39BF4N2OPtSSi3 at a distorted geometry (wB97M-V/def2-TZVPD).

```
! wB97M-V def2-TZVPD RIJCOSX def2/J DEFGRID3
* xyz 2 1
Pt -0.77 0.54 -0.55
C -2.83 -1.44 -1.57
O -1.42 -1.06 -1.47
Si 0.03 -1.78 -2.02
C 0.13 -2.22 -3.79
C 0.50 -3.29 -1.07
C 0.80 -0.18 -1.48
Si 0.82 1.18 -2.99
C 2.22 0.74 -4.13
C -0.86 1.08 -3.81
C 1.15 2.86 -2.28
Si 2.35 -0.11 -0.23
C 2.03 -1.31 1.16
C 2.41 1.60 0.49
C 3.83 -0.56 -1.25
H -3.07 -1.64 -2.61
H -3.44 -0.61 -1.21
H -3.01 -2.32 -0.95
H -0.47 -3.12 -3.97
H 1.16 -2.47 -4.06
H -0.23 -1.45 -4.48
H 0.13 -4.16 -1.62
H 0.07 -3.32 -0.07
H 1.59 -3.40 -0.99
H 1.97 -0.08 -4.81
H 3.13 0.47 -3.59
H 2.42 1.63 -4.72
H -0.81 0.48 -4.72
H -1.15 2.10 -4.09
H -1.67 0.69 -3.19
H 2.22 3.02 -2.15
H 0.64 3.10 -1.35
H 0.79 3.59 -3.02
H 1.02 -1.71 1.16
H 2.20 -0.80 2.11
H 2.72 -2.16 1.11
H 1.42 2.02 0.72
H 2.91 2.31 -0.17
H 2.97 1.57 1.43
H 3.63 -1.36 -1.98
H 4.62 -0.91 -0.58
H 4.21 0.31 -1.79
C -2.63 -2.71 4.06
C -1.23 -2.17 3.86
N -1.19 -0.69 3.82
C -1.35 0.07 2.75
S -1.53 -0.76 1.20
N -1.39 1.38 2.84
C -1.24 2.15 4.09
C 0.21 2.24 4.55
H -2.61 -3.80 4.08
H -3.30 -2.39 3.25
H -3.06 -2.36 5.00
H -0.80 -2.55 2.93
H -0.58 -2.48 4.67
H -1.19 -0.22 4.71
H -1.55 1.91 2.00
H -1.87 1.70 4.86
H -1.64 3.14 3.89
H 0.67 1.26 4.68
H 0.26 2.77 5.50
H 0.80 2.81 3.83
F -0.98 2.40 0.30
B -2.31 2.67 -0.41
F -2.98 3.70 0.10
F -1.91 2.75 -1.74
F -2.95 1.37 -0.23
*
```

Results
HOMO energy (spin up / spin down), eV: -15.8 / -15.8
Kohn-Sham gap (spin up / spin down), eV: 6.7 / 6.7
LUMO (spin up / spin down), Ha: -0.33622 / -0.33620
Molar mass, g mol⁻¹: 661.70
Max |F|, Eh/bohr: 0.0457



Entry 2:
Entry from OMol25: the ion C4H10ClO2 with charge -1 at a distorted geometry (wB97M-V/def2-TZVPD).

```
! wB97M-V def2-TZVPD RIJCOSX def2/J DEFGRID3
* xyz -1 1
Cl 135.90 6.98 107.96
C 134.16 5.42 108.83
O 134.33 6.75 108.54
C 134.26 7.60 109.66
C 134.23 8.80 109.22
O 132.96 9.20 108.99
C 132.86 9.67 107.65
H 133.21 5.18 109.36
H 135.16 5.19 109.30
H 134.06 4.90 107.83
H 135.33 7.38 110.07
H 133.35 7.28 110.45
H 134.97 8.88 108.31
H 134.56 9.48 110.07
H 133.34 9.06 106.78
H 133.63 10.61 107.45
H 131.96 9.75 107.31
*
```

Results
HOMO energy, eV: 0.1
Kohn-Sham gap, eV: 3.5
LUMO, Ha: 0.13211
Molar mass, g mol⁻¹: 125.58
Max |F|, Eh/bohr: 0.3324



Entry 3:
Entry from OMol25: a cluster of 5 separate species, C23H54NO5S in total (wB97M-V/def2-TZVPD).

```
! wB97M-V def2-TZVPD RIJCOSX def2/J DEFGRID3
* xyz -1 1
C 0.09 3.56 3.87
C -0.46 3.31 2.47
S 0.46 2.11 1.47
C 2.20 2.60 1.72
C 2.97 1.80 2.74
O 2.86 0.42 2.21
C 4.45 2.23 2.61
C 5.13 2.60 3.91
C 6.30 1.75 4.35
N 4.78 3.56 4.67
H -0.59 4.23 4.41
H 1.07 4.05 3.84
H 0.21 2.63 4.43
H -1.46 2.87 2.56
H -0.58 4.26 1.94
H 2.21 3.67 1.97
H 2.64 2.51 0.69
H 3.35 -0.13 2.84
H 5.00 1.42 2.13
H 4.55 3.11 1.95
H 6.92 1.46 3.49
H 5.92 0.84 4.81
H 6.91 2.29 5.08
H 3.93 3.98 4.28
C -5.08 3.54 4.95
C -3.75 3.49 5.69
O -3.03 4.70 5.65
C -3.66 5.83 6.23
C -3.96 5.68 7.71
H -4.93 3.87 3.92
H -5.53 2.54 4.93
H -5.79 4.21 5.43
H -3.09 2.76 5.22
H -3.91 3.16 6.73
H -4.57 6.09 5.68
H -2.95 6.65 6.08
H -4.72 4.92 7.90
H -4.34 6.62 8.11
H -3.06 5.41 8.26
C 1.61 -1.05 -0.67
C 0.68 -0.11 -1.41
O 0.43 -0.50 -2.77
C -0.16 -1.77 -2.93
C -1.52 -1.92 -2.26
H 2.54 -1.18 -1.22
H 1.83 -0.64 0.32
H 1.15 -2.04 -0.53
H 1.13 0.88 -1.48
H -0.26 0.01 -0.87
H 0.51 -2.56 -2.58
H -0.27 -1.90 -4.01
H -1.45 -1.87 -1.18
H -1.96 -2.89 -2.53
H -2.20 -1.13 -2.60
C -2.14 -2.63 -9.13
C -3.35 -2.06 -8.40
O -3.29 -2.20 -6.99
C -2.20 -1.56 -6.35
C -2.15 -0.06 -6.55
H -1.99 -3.68 -8.85
H -2.31 -2.59 -10.21
H -1.23 -2.08 -8.91
H -4.25 -2.60 -8.70
H -3.49 -1.01 -8.68
H -1.25 -2.01 -6.67
H -2.32 -1.79 -5.29
H -1.97 0.22 -7.58
H -1.36 0.37 -5.94
H -3.10 0.39 -6.24
C 1.15 -7.57 -1.23
C 0.61 -6.28 -1.82
O 1.06 -5.12 -1.16
C 2.46 -4.90 -1.17
C 3.06 -4.76 -2.56
H 0.95 -7.62 -0.16
H 0.68 -8.43 -1.72
H 2.23 -7.67 -1.37
H -0.47 -6.26 -1.71
H 0.83 -6.23 -2.89
H 2.98 -5.69 -0.61
H 2.61 -3.97 -0.62
H 3.00 -5.69 -3.13
H 4.11 -4.48 -2.48
H 2.53 -3.98 -3.12
*
```

Results
HOMO energy, eV: -1.8
Kohn-Sham gap, eV: 4.1
LUMO, Ha: 0.08533
Molar mass, g mol⁻¹: 456.75
Max |F|, Eh/bohr: 0.0082